# 1
The following is a quantum chemistry calculation of one molecule with the formula C15H23N3OS2, from OMol25.

Geometry as XYZ:
```
44
C15H23N3OS2, DFT ωB97M-V with the def2-TZVPD basis set
C -3.57293 -0.12626 -0.73823
C 5.11518 -0.05836 -1.06847
C -2.48201 0.71311 1.31439
H 5.83994 0.02700 -3.11055
H -3.92481 -2.11606 1.18597
H -5.68652 -2.18535 1.10311
C -4.78630 -1.92982 0.54797
C 4.53504 -1.08941 -0.10484
H 4.64636 1.87962 -1.89960
C 1.76096 0.37810 -1.36874
H -3.87426 0.17887 -1.74065
C 5.46163 -0.71034 -2.40552
H 2.96826 0.61015 -2.92385
H 6.22596 -1.47021 -2.26484
H 3.61728 -1.51495 -0.50327
O 0.94210 1.48167 2.28806
S -3.29596 0.24850 3.71454
C -1.31392 0.68742 2.13021
H 4.58625 -1.19146 -2.83598
N 0.38021 0.19272 0.54386
C -4.81850 -0.46562 0.11194
H 6.03130 0.35407 -0.63191
H -5.71037 0.05691 2.02716
C -3.61742 0.49185 2.03478
H -5.71811 -0.31037 -0.49151
H -2.96399 -1.02531 -0.84671
C -2.68663 0.97980 -0.14161
H 3.93411 1.59332 -0.30917
H -1.75794 1.05047 -0.70562
C 0.08062 0.86205 1.68533
C -4.93641 0.43645 1.36018
H 2.21948 0.93642 0.59200
H -0.28776 -0.22602 -0.09811
H -4.72370 -2.58415 -0.31842
S 0.50910 -0.15597 -2.32845
C 4.15452 1.12930 -1.27318
N 2.91961 0.77109 -1.92860
H 5.24527 -1.89856 0.04593
H -5.22455 1.44573 1.04720
C -1.61794 0.47214 3.44537
H 4.31956 -0.64169 0.86237
H -3.20152 1.94084 -0.24381
N 1.63815 0.37146 -0.02270
H -0.92934 0.41082 4.26393
```

Properties
- Spin multiplicity: 1
- Energy relative to the best compared isomer or geometry (same formula, charge and spin): 15.0 kcal per mole
- SMILES: CC(C)CNC(=S)NNC(=O)c1csc2c1CC[C@@H](C)C2
- Net charge: 0
- Electronic energy: -1621.2745 Eh
- HOMO level: -8.54 eV
- Frontier orbital gap: 0.3392 hartree

***

# 2
The following is a quantum chemistry calculation of C15H24BN10Os as an isolated structure, from OMol25.

Geometry as XYZ:
```
51
C15H24BN10Os, DFT ωB97M-V with the def2-TZVPD basis set
N 1.93981 -0.22721 0.25443
C -0.68276 -2.60717 -1.36127
N 1.24976 2.54401 -0.81005
H -2.58573 -0.45018 0.96781
H -0.89225 -1.51496 2.11627
Os -0.03552 -0.07010 0.11194
N -1.12618 -0.32298 -1.62146
H 0.30722 1.03137 2.98395
H -1.96423 -2.21187 -4.01697
C -1.68589 0.57443 -2.52855
H -1.86922 2.69684 -0.07058
C -1.79134 0.57810 3.25695
H 4.96426 0.70511 -0.33235
C -0.04467 -4.45220 -0.36848
C -0.38953 4.03454 -0.95604
H 3.44577 2.78162 -0.51823
N -2.06804 0.41094 0.77844
H -2.41773 -0.28447 3.50691
H 0.63980 -3.44490 1.43085
H -1.64907 2.17654 1.86044
C -0.87297 2.87333 -0.42888
H -0.92041 4.95336 -1.13984
H -2.59165 0.81646 0.00166
H 0.10990 -5.50828 -0.22224
H 2.87659 1.77221 -2.16940
H 1.73428 4.40912 -1.59824
H 0.71024 -1.35240 2.28942
C -2.24757 1.27766 1.99048
N 0.12209 1.92853 -0.33093
C 0.22295 -3.39297 0.44071
N -0.16962 -2.22686 -0.18848
H -1.90742 1.29074 4.07497
H -0.01120 -0.30472 4.10147
C 4.08842 0.15824 -0.01606
H -3.29489 1.56989 2.07003
H -0.91138 -4.48000 -2.30168
H -1.70000 1.63973 -2.38178
N 2.89003 0.65164 -0.21856
H -2.56653 0.19891 -4.52477
B 2.69514 1.98657 -1.00109
N -0.13560 -0.83155 2.06394
C 0.96594 3.77504 -1.18282
N -1.78857 -1.45244 -3.37171
H 4.80045 -1.73713 0.91560
C -0.33766 0.17348 3.17769
C 3.98998 -1.09433 0.61573
H 2.16672 -2.15065 1.18642
N -0.61728 -3.93325 -1.50283
C -2.09361 -0.12854 -3.61378
C -1.20778 -1.53311 -2.17722
C 2.65693 -1.29613 0.75817
```

Properties
- Spin multiplicity: 1
- Energy relative to the best compared isomer or geometry (same formula, charge and spin): 0.0 kcal per mole
- Net charge: +3
- Electronic energy: -1248.1658 Eh
- HOMO level (spin up / spin down): -17.75 / -17.75 eV
- Frontier orbital gap (spin up / spin down): 0.2204 / 0.2204 hartree

***

# 3
The following is a quantum chemistry calculation of one molecule with the formula C15H24BrNO3, from OMol25.

Geometry as XYZ:
```
44
C15H24BrNO3, DFT ωB97M-V with the def2-TZVPD basis set
H -2.56059 2.71530 -1.81344
C -0.79193 1.57975 -2.15905
H -1.17728 4.91661 0.87353
H -1.79788 5.37656 -0.71259
H 1.31573 -2.69312 0.33636
H 2.40985 -0.22324 -1.00104
C -1.51631 2.59080 -1.56862
C -1.47508 -1.13498 1.66076
H 3.19327 0.63153 -2.37338
H 2.18102 -1.47752 -3.71608
H -1.45612 -2.22523 1.71245
H -0.20871 0.47652 1.00150
H 0.90141 -3.92603 -1.93338
H 0.66850 -0.88419 1.71459
O 1.15754 0.34942 -2.53470
C -0.16241 -0.61698 1.05622
C 0.50758 -2.49891 -0.37441
H 2.20559 2.09523 -0.71284
Br -1.62862 0.38170 -3.37498
H -2.31369 -0.84310 1.02403
H -0.32897 -3.17884 -0.13928
C -0.61265 -2.16369 4.41036
O 2.38569 -2.56613 -1.96961
H 0.93142 3.88009 0.34816
H -1.74367 0.53682 2.99807
N 0.14289 -1.09929 -0.27373
H -2.66870 -0.91942 3.45244
H -0.64411 -0.91915 -0.89027
C 2.71083 -1.44966 -2.75334
H 0.40406 -2.32501 -2.53316
C 2.42167 -0.09642 -2.08868
C -1.70680 -0.55451 3.05847
H -0.28796 -2.84091 3.61269
O -0.67685 -0.82706 3.98009
H -2.68020 4.20761 0.26428
C 1.16470 2.22050 -0.96310
C 0.43692 3.23512 -0.36313
H -1.58409 -2.50433 4.79006
H 0.11866 -2.19019 5.21614
C 0.56000 1.36749 -1.87842
C -0.90409 3.43924 -0.65172
H 3.78435 -1.54430 -2.93338
C 1.00975 -2.84542 -1.78407
C -1.68470 4.54736 -0.01380
```

Properties
- Spin multiplicity: 1
- Energy relative to the best compared isomer or geometry (same formula, charge and spin): 0.8 kcal per mole
- SMILES: COCCCNCCOCCOc1ccc(C)cc1Br
- Net charge: 0
- Electronic energy: -3440.4061 Eh
- HOMO level: -8.36 eV
- Frontier orbital gap: 0.3340 hartree

***

# 4
The following is a quantum chemistry calculation of C15H24Cl2CrNO2P as an isolated structure at a distorted geometry, from OMol25.

Geometry as XYZ:
```
46
C15H24Cl2CrNO2P, DFT ωB97M-V with the def2-TZVPD basis set
O 1.16085 0.57614 2.61342
C 1.41791 1.49945 -0.78720
H 2.54212 2.87900 -1.99759
C -0.98057 1.58477 -0.95627
Cl -0.96360 2.59937 5.18927
C 2.61459 0.79027 -0.20138
H -3.36657 -2.92909 -2.05085
H 0.47840 3.84519 -3.07123
C 2.04774 -1.82674 -1.20423
H -1.35937 -0.88671 0.43055
Cr -0.06565 -0.28556 1.28446
H 1.49885 -1.31410 -2.00165
H 3.09624 -1.95620 -1.50275
N -2.39223 -1.31435 -1.22564
H 1.58485 -2.80460 -1.02205
Cl -1.73191 0.84901 2.89952
P 1.97734 -0.86320 0.32915
H -3.06256 1.16439 -1.31603
O 1.40384 2.70894 3.37459
H -0.11019 -1.82456 2.34431
H 3.28305 -0.87578 2.31992
H -1.39812 -0.19244 -2.70063
C 0.16268 1.07049 -0.37056
H -2.67268 1.60382 0.35156
C -3.08312 -2.56292 -1.05490
H -0.22436 -2.11857 1.51411
H 4.24842 -1.42344 0.89823
H 3.44321 0.66174 -0.91084
H -2.47935 -3.34314 -0.55491
C 1.54044 2.53397 -1.72723
C -0.87127 2.60622 -1.91992
C -2.31096 1.03852 -0.52284
H -3.98738 -2.39464 -0.45489
H 2.98197 1.29195 0.70976
C 0.83255 1.63614 3.33187
C 3.27668 -1.48209 1.40615
C 0.38734 3.06783 -2.30941
H -0.52867 -1.66995 -2.22009
C -1.53305 -1.22718 -2.36834
H -3.14185 -0.65693 0.54029
H -1.78617 3.01573 -2.35912
C -2.27260 -0.46365 -0.11269
H 3.04874 -2.52367 1.66253
C -0.43481 1.31058 4.15440
H -0.24551 0.40327 4.74064
H -2.02528 -1.79727 -3.17151
```

Properties
- Spin multiplicity: 5
- Energy relative to the best compared isomer or geometry (same formula, charge and spin): 0.0 kcal per mole
- Net charge: 0
- Electronic energy: -3097.3072 Eh
- HOMO level (spin up / spin down): -6.67 / -8.18 eV
- Frontier orbital gap (spin up / spin down): 0.2552 / 0.3018 hartree
- ⟨S²⟩: 6.0560

***

# 5
The following is a quantum chemistry calculation of C15H24CuN15O3 as an isolated structure at a distorted geometry, from OMol25.

Geometry as XYZ:
```
58
C15H24CuN15O3, DFT ωB97M-V with the def2-TZVPD basis set
H 2.15015 -1.80926 3.42037
H 4.16476 -0.24173 3.71026
N 2.45897 -2.63884 0.47995
C 4.30948 1.38154 1.58472
C 0.75185 -0.13821 3.14447
N -0.15934 -4.34852 -1.08254
C -4.30966 0.88276 -1.82552
N -2.21662 -1.70455 -1.78170
H 1.57631 0.43756 -0.71982
H 2.97819 1.05774 4.14221
N 2.23284 -4.50147 -0.53106
C 4.78148 0.79308 0.25217
H -2.95815 0.08310 -3.34525
H -2.94567 3.69404 -2.82981
H 5.18203 -0.21430 0.46869
N 3.08995 -3.67781 0.11070
N -2.60551 -2.54999 -2.66684
N -0.01674 0.73520 -1.78664
N 2.35200 0.46777 -0.09109
C -4.65419 2.21583 -1.17026
H 3.91846 -0.10910 -1.44371
C -2.41678 3.12517 -2.08611
N -2.48003 -0.35888 1.41868
N -1.25607 -2.24333 -1.00103
H 3.52455 1.58891 -1.32187
H -5.29104 2.14737 -0.26531
H -3.58943 3.91320 -0.42457
C -3.32305 1.07083 -2.98135
H -0.07350 -5.14731 -1.68874
H -3.83791 1.60960 -3.80073
H -2.79893 2.35480 -0.08627
C 3.60933 0.68911 -0.71933
C 1.05709 -3.87521 -0.57685
N 1.16708 -2.68901 0.04250
H -5.19319 0.33169 -2.19600
C -1.10902 -3.43789 -1.50191
H 5.02437 1.37725 2.39017
C -1.01822 1.15457 -2.20778
H -0.17647 -0.70959 3.42052
C 3.15727 0.14674 3.49515
N 0.98033 -0.20215 1.67671
O -2.03509 -1.37630 2.01436
H 0.61506 0.86878 3.47654
N -1.86876 -3.70830 -2.56471
H 1.97129 -0.84745 4.88483
O -1.72782 0.27271 0.58007
N 3.14981 0.55776 2.05338
H -1.54236 3.65738 -1.82937
H -3.79444 0.20907 -1.13373
C 2.11977 0.26270 1.27124
H 5.60012 1.35854 -0.17853
O -3.63145 0.09357 1.57962
C 1.98381 -0.77803 3.79712
C -3.30726 2.92793 -0.86077
N -2.10543 1.80191 -2.67926
Cu -0.20295 -1.20366 0.36927
H -5.19286 2.82278 -1.85443
H 3.93159 2.41992 1.44918
```

Properties
- Spin multiplicity: 2
- Net charge: -1
- Electronic energy: -3273.4972 Eh
- HOMO level (spin up / spin down): -5.24 / -5.23 eV
- Frontier orbital gap (spin up / spin down): 0.2847 / 0.2843 hartree
- ⟨S²⟩: 0.7523

***

Which of these has the lowest net charge? C15H24CuN15O3